No. 1
Formula: C2H5NO3
Source: the OMol25 dataset
Level of theory: the ωB97M-V functional and the def2-TZVPD basis

XYZ file:
```
11
Properties=species:S:1:pos:R:3:mulliken_charge:R:1
O 0.255 2.187 1.816 -0.398
C -0.241 1.146 1.514 0.009
N -0.016 0.575 0.189 -0.056
C -0.651 1.029 -0.992 0.122
O -0.457 0.250 -1.901 -0.491
H -0.982 0.581 2.076 0.347
H 0.416 -0.343 0.200 0.088
H -1.009 2.047 -1.157 0.340
H 0.385 -2.346 -0.002 0.315
H 1.482 -2.268 -1.064 0.332
O 0.818 -2.859 -0.678 -0.607
```

The calculation puts the lowest unoccupied orbital energy at 0.37 eV. The HOMO-LUMO gap comes out at 10.86 eV. Its net charge is 0. Its relative energy (zero: lowest compared OMol25 entry of this formula, charge and spin) is 164.1 kJ/mol. Its SMILES is O=CNC=O.O.



No. 2
Formula: C3H5NSe
Source: the OMol25 dataset
Level of theory: the ωB97M-V functional and the def2-TZVPD basis

XYZ file:
```
10
Properties=species:S:1:pos:R:3:mulliken_charge:R:1
C 0.700 -0.330 2.188 -0.119
C 0.347 0.758 -1.338 -0.945
C -1.163 -0.915 0.480 -0.472
N 1.393 0.374 2.754 -0.437
Se -1.263 0.711 -0.257 0.345
H 0.194 0.956 -2.346 0.404
H 1.190 1.448 -1.072 0.330
H 0.871 -0.210 -1.325 0.255
H -0.285 -1.362 0.009 0.293
H -1.986 -1.428 0.908 0.347
```

The calculation puts the lowest unoccupied orbital energy (alpha / beta) at -1.76 / -1.76 eV. The HOMO-LUMO gap (alpha / beta) comes out at 7.41 / 7.41 eV. Its net charge is 0. Its relative energy (zero: lowest compared OMol25 entry of this formula, charge and spin) is 345.2 kJ/mol.



No. 3
Formula: H6O3
Source: the OMol25 dataset
Level of theory: the ωB97M-V functional and the def2-TZVPD basis

XYZ file:
```
9
Properties=species:S:1:pos:R:3:mulliken_charge:R:1
O 1.712 -0.828 -0.104 -0.666
H 2.177 -1.551 0.235 0.311
H 1.557 -0.172 0.542 0.327
O -1.179 -0.573 -0.155 -0.671
H -0.372 -1.061 0.031 0.338
H -1.769 -1.204 -0.494 0.299
O -0.374 2.072 -0.104 -0.628
H -1.268 2.190 0.184 0.306
H -0.485 1.127 -0.134 0.384
```

The calculation puts the lowest unoccupied orbital energy at 0.60 eV. The HOMO-LUMO gap comes out at 11.48 eV. Its net charge is 0. Its relative energy (zero: lowest compared OMol25 entry of this formula, charge and spin) is 56.3 kJ/mol. Its SMILES is O.O.O.



No. 4
Formula: C4H16N2O2
Source: the OMol25 dataset
Level of theory: the ωB97M-V functional and the def2-TZVPD basis

XYZ file:
```
24
Properties=species:S:1:pos:R:3:mulliken_charge:R:1
C -2.032 -0.277 0.798 -1.509
C -0.936 0.118 -0.190 0.760
C -0.208 -1.057 -0.841 -1.002
C -1.019 -2.186 -1.445 -0.329
N -0.217 -3.381 -1.677 -0.627
N 0.074 0.854 0.606 -0.738
H -2.705 -1.049 0.414 0.372
H -1.656 -0.559 1.760 0.348
H -2.728 0.552 0.907 0.378
H -1.352 0.813 -0.930 0.203
H 0.437 -1.418 -0.063 0.436
H 0.527 -0.650 -1.536 0.247
H -1.873 -2.340 -0.797 0.278
H -1.398 -1.810 -2.393 0.247
H -0.858 -4.164 -1.672 0.256
H 0.322 -3.590 -0.831 0.243
H -0.359 1.714 0.911 0.234
H 0.916 1.022 0.073 0.202
H 1.004 4.287 5.087 0.320
H 2.208 3.362 5.616 0.322
O 1.575 4.052 5.817 -0.642
H 3.444 1.130 -3.058 0.320
H 3.791 2.575 -3.389 0.312
O 3.045 1.999 -3.167 -0.632
```

The calculation puts the lowest unoccupied orbital energy at 0.73 eV. The HOMO-LUMO gap comes out at 10.01 eV. Its net charge is 0. Its relative energy (zero: lowest compared OMol25 entry of this formula, charge and spin) is 74.2 kJ/mol. Its SMILES is C[C@@H](N)CCN.O.O.



No. 5
Formula: C20H39AuF6N2Si4Te
Source: the OMol25 dataset
Level of theory: the ωB97M-V functional and the def2-TZVPD basis

XYZ file:
```
73
Properties=species:S:1:pos:R:3:mulliken_charge:R:1
Au 0.046 0.556 0.117 0.619
C 0.922 0.798 3.332 -0.898
N -0.060 1.365 2.405 0.998
C 0.054 2.820 2.387 -0.772
C -1.436 0.947 2.667 -1.307
C -1.643 -0.528 2.438 -0.573
N -1.047 -0.940 1.161 -0.313
C -1.311 -2.212 0.684 0.393
C -0.794 -2.630 -0.559 0.032
F -0.019 -1.787 -1.271 -0.290
C -1.048 -3.861 -1.120 -0.139
F -0.520 -4.125 -2.324 -0.313
C -1.814 -4.811 -0.484 -0.426
C -2.308 -4.453 0.747 -0.002
F -3.051 -5.326 1.444 -0.312
C -2.070 -3.218 1.319 0.684
F -2.593 -3.037 2.550 -0.333
H 0.778 1.191 4.348 0.329
H 1.924 1.055 2.990 0.010
H 0.838 -0.288 3.352 0.256
H -0.074 3.243 3.394 0.418
H -0.703 3.249 1.727 0.277
H 1.038 3.091 2.010 -0.467
H -2.071 1.491 1.960 0.348
H -1.752 1.216 3.684 0.353
H -2.717 -0.700 2.478 0.542
H -1.205 -1.098 3.262 0.473
H -2.009 -5.781 -0.923 0.488
F 0.546 1.539 -2.586 -0.219
C -0.424 1.047 -1.798 0.027
F -1.382 1.988 -1.667 -0.272
H -0.845 0.169 -2.287 0.347
C 4.648 3.638 2.461 -0.967
Si 4.872 4.154 0.684 0.038
C 6.221 3.105 -0.073 -1.014
C 5.377 5.951 0.612 -0.921
Si 2.891 3.864 -0.511 0.137
Te 2.536 1.393 -0.157 -0.343
Si 3.301 4.145 -2.802 0.700
C 4.042 2.594 -3.513 -1.050
C 4.490 5.563 -3.065 -1.151
C 1.674 4.530 -3.634 -0.858
Si 1.382 5.509 0.152 0.694
C -0.394 5.110 -0.256 -0.760
C 1.549 5.911 1.974 -1.108
C 1.856 7.088 -0.734 -1.168
H 5.565 3.823 3.031 0.399
H 4.420 2.568 2.521 0.200
H 3.829 4.185 2.943 0.265
H 7.107 3.100 0.573 0.379
H 6.519 3.484 -1.058 0.249
H 5.891 2.067 -0.200 0.304
H 6.355 6.081 1.091 0.414
H 4.659 6.596 1.130 0.230
H 5.460 6.301 -0.423 0.274
H 4.956 2.312 -2.981 0.277
H 4.292 2.742 -4.570 0.355
H 3.338 1.759 -3.438 0.257
H 5.485 5.319 -2.677 0.249
H 4.148 6.483 -2.577 0.323
H 4.590 5.770 -4.137 0.418
H 0.952 3.733 -3.439 0.143
H 1.792 4.623 -4.720 0.420
H 1.253 5.470 -3.259 0.190
H -0.631 4.048 -0.125 -0.145
H -0.613 5.362 -1.299 0.349
H -1.064 5.692 0.386 0.388
H 1.428 5.047 2.629 0.204
H 0.789 6.652 2.251 0.426
H 2.533 6.347 2.180 0.270
H 1.484 7.109 -1.763 0.310
H 2.939 7.246 -0.763 0.250
H 1.411 7.933 -0.196 0.420
```

The calculation puts the lowest unoccupied orbital energy (alpha / beta) at -1.52 / -1.52 eV. The HOMO-LUMO gap (alpha / beta) comes out at 6.09 / 6.10 eV. Its net charge is 0. Its relative energy (zero: lowest compared OMol25 entry of this formula, charge and spin) is 147.2 kJ/mol.